1.
# C3H8O2

2 unconnected molecules or ions with the total composition C3H8O2 (ωB97M-V/def2-TZVPD, the OMol25 dataset).

Last column: Löwdin charge in e.
CARTESIAN COORDINATES (ANGSTROEM)
C1 -4.6110 0.9941 4.0479  -0.161
C2 -3.0100 1.0328 3.6552  -0.151
H1 -5.0999 1.1060 3.0137  0.070
H2 -5.1164 0.1929 4.6458  0.053
H3 -4.8128 1.8343 4.7487  0.043
H4 -2.3532 1.6161 4.3195  0.050
H5 -2.8758 1.4474 2.6598  0.039
H6 -2.7484 -0.0534 3.6278  0.057
O1 3.8730 -1.2823 -2.4346  0.026
C3 3.0317 -0.8617 -3.2262  -0.356
O2 1.8010 -0.2523 -2.9975  0.019
H7 3.3446 -0.7584 -4.4112  0.178
H8 1.8059 -0.0994 -2.0084  0.133

The calculation puts the total energy at -7334.5000 eV. The value obtained for the frontier orbital gap is 11.759 eV. The LUMO energy is 0.720 eV. As for the SMILES: O=CO.CC. Its net charge is 0.

***

2.
# C3H4INO2

A molecular structure, C3H4INO2 (ωB97M-V/def2-TZVPD, the OMol25 dataset).

Last column: Löwdin charge in e.
CARTESIAN COORDINATES (ANGSTROEM)
C1 2.8040 -0.7074 0.2952  -0.045
C2 -0.2590 -0.1817 -0.0714  -0.069
C3 0.7701 0.9062 0.0721  -0.350
N1 1.2189 1.2434 1.2361  -0.561
O1 3.1453 -1.0230 1.3278  0.054
O2 0.8936 0.9756 2.3521  -0.025
I1 3.0513 2.5329 0.7743  0.689
H1 0.1417 -1.0065 -0.6242  0.061
H2 -1.2559 0.2335 -0.4195  0.105
H3 -0.4318 -0.5518 0.9441  0.074
H4 1.3069 0.9877 -0.8618  0.067

The calculation puts the total energy at -16857.7836 eV. The value obtained for the frontier orbital gap is 8.074 eV. The LUMO energy is -1.392 eV. Its net charge is 0.

***

3.
# C19H24Cl2IrN2O7

A molecular structure, C19H24Cl2IrN2O7 (ωB97M-V/def2-TZVPD, the OMol25 dataset).

Last column: Löwdin charge in e.
CARTESIAN COORDINATES (ANGSTROEM)
Ir1 0.2155 1.1292 0.1431  1.754
C1 3.5022 0.4543 0.2284  -0.047
O1 2.3620 0.7139 1.0298  -0.317
C2 2.6452 1.4869 2.1897  -0.154
C3 1.3515 1.5876 2.9954  -0.150
O2 0.3018 2.1849 2.2444  -0.293
C4 0.3162 3.6085 2.2069  -0.050
H1 4.2755 -0.0433 0.8266  0.119
H2 3.9150 1.3761 -0.1919  0.108
H3 3.1837 -0.2033 -0.5785  0.096
H4 3.0143 2.4800 1.8992  0.142
H5 3.4170 0.9864 2.7879  0.157
H6 1.5284 2.1475 3.9209  0.153
H7 1.0032 0.5761 3.2295  0.137
H8 0.3852 4.0073 3.2222  0.118
H9 -0.6342 3.9131 1.7713  0.096
H10 1.1427 4.0049 1.6107  0.102
Cl1 -3.1276 4.8257 -5.4198  0.872
C5 -2.6263 4.0907 -3.9735  -0.598
C6 -3.5813 3.7168 -3.0145  -0.067
C7 -3.1910 3.1464 -1.8296  -0.533
Cl2 -4.3233 2.6892 -0.6570  0.878
C8 -1.7754 2.9175 -1.5133  -0.331
O3 -1.4552 2.4880 -0.3907  -0.101
C9 -0.8268 3.2580 -2.5632  -0.086
C10 0.5749 2.9646 -2.4049  -0.126
O4 1.1483 2.4101 -1.4726  -0.058
C11 -1.2668 3.8490 -3.7428  0.025
H11 -4.6312 3.8867 -3.2093  0.133
H12 1.1981 3.2761 -3.2579  0.162
H13 -0.5478 4.1301 -4.4995  0.139
C12 1.9873 -3.8293 -0.6171  -0.059
C13 1.0775 -4.3735 0.4790  -0.154
C14 -0.2244 -3.5707 0.6236  -0.288
C15 -1.1508 -4.0682 1.7409  -0.160
C16 -2.4017 -3.2145 1.8963  -0.062
C17 -0.9713 -3.6331 -0.7050  -0.405
O5 -1.3948 -4.6624 -1.1375  0.180
N1 -1.1225 -2.4439 -1.4030  0.252
C18 -0.7036 -1.2374 -0.9591  -0.536
O6 -0.8382 -0.1957 -1.6137  -0.003
N2 -0.1000 -1.1264 0.2446  0.091
C19 0.2262 -2.1232 1.0713  -0.477
O7 0.8276 -2.0025 2.1009  0.133
H14 2.9088 -4.4042 -0.6507  0.090
H15 2.2476 -2.7884 -0.4235  0.062
H16 1.5173 -3.8983 -1.5968  0.084
H17 1.6048 -4.3838 1.4350  0.131
H18 0.8068 -5.4056 0.2331  0.138
H19 -0.5999 -4.1078 2.6829  0.132
H20 -1.4510 -5.0904 1.4861  0.137
H21 -2.1418 -2.1838 2.1356  0.073
H22 -3.0125 -3.5979 2.7085  0.090
H23 -3.0037 -3.2233 0.9901  0.082
H24 -1.5814 -2.4950 -2.3088  0.191

The calculation puts the total energy at -65269.4374 eV. The value obtained for the frontier orbital gap (alpha / beta) is 7.612 / 5.127 eV. Its expectation value of S² is 8.782. The LUMO energy (alpha / beta) is -7.426 / -9.944 eV. Its spin multiplicity is 6. Its net charge is +2.

***

4.
# C19H32F6N5O4PdS3Si2

A molecular structure, C19H32F6N5O4PdS3Si2 (ωB97M-V/def2-TZVPD, the OMol25 dataset).

Last column: Löwdin charge in e.
CARTESIAN COORDINATES (ANGSTROEM)
Pd1 -0.0498 0.3284 -0.1059  0.742
C1 -3.3655 -3.0932 2.3523  -0.204
Si1 -2.7028 -1.8209 1.1218  0.421
C2 -3.4983 -0.2290 1.6470  -0.173
C3 -3.5113 -2.3904 -0.4800  -0.183
N1 -0.9808 -1.6373 0.9551  -0.037
C4 0.0289 -2.2999 1.5140  -0.287
C5 -0.1384 -3.4859 2.3157  -0.043
C6 0.9018 -4.1701 2.8647  -0.108
C7 2.2311 -3.7322 2.6495  -0.105
C8 2.4619 -2.6162 1.9072  -0.060
C9 1.4058 -1.8394 1.3219  -0.286
N2 1.6550 -0.7438 0.6143  -0.089
Si2 3.2138 0.0531 0.4437  0.379
C10 3.9976 0.3717 2.1132  -0.168
C11 3.1916 1.6956 -0.4458  -0.214
C12 4.3203 -1.0585 -0.5888  -0.181
H1 -4.4571 -2.9971 2.3534  0.027
H2 -3.0146 -2.9334 3.3786  0.035
H3 -3.1279 -4.1224 2.0635  0.024
H4 -4.5739 -0.3796 1.7908  0.037
H5 -3.3543 0.5573 0.9018  -0.003
H6 -3.0615 0.1250 2.5861  0.027
H7 -4.4091 -2.9680 -0.2358  0.026
H8 -2.8493 -3.0299 -1.0736  0.027
H9 -3.8176 -1.5494 -1.1115  0.019
H10 -1.1366 -3.8411 2.4808  0.056
H11 0.7105 -5.0545 3.4614  0.093
H12 3.0639 -4.2850 3.0693  0.094
H13 3.4785 -2.2985 1.7339  0.063
H14 3.3266 1.0051 2.7045  0.029
H15 4.9420 0.9100 1.9720  0.031
H16 4.2010 -0.5342 2.6874  0.017
H17 2.1935 2.1090 -0.5847  -0.025
H18 3.6486 1.5919 -1.4352  0.023
H19 3.7643 2.4230 0.1385  0.036
H20 4.5259 -2.0284 -0.1266  0.016
H21 5.2782 -0.5593 -0.7830  0.030
H22 3.8279 -1.2373 -1.5513  0.009
F1 -1.9566 2.9313 3.8161  0.130
C13 -0.6434 2.8950 3.5832  -0.681
F2 -0.2319 4.1251 3.2753  0.131
F3 -0.0289 2.5132 4.7013  0.134
S1 -0.2313 1.7067 2.2344  0.556
O1 1.0463 2.1801 1.7617  -0.297
O2 -0.3260 0.4536 2.9180  -0.265
N3 -1.4812 2.0065 1.2783  -0.309
S2 -1.4807 2.5261 -0.2170  0.527
O3 -0.2085 2.8741 -0.8073  -0.299
O4 -2.4505 1.8239 -1.0214  -0.293
C14 -2.2995 4.1419 0.0296  -0.690
F4 -2.4210 4.7597 -1.1435  0.140
F5 -1.5826 4.9089 0.8472  0.139
F6 -3.5139 3.9719 0.5519  0.138
S3 1.1822 0.1311 -2.5299  0.754
C15 -0.4694 -0.4168 -3.1228  -0.934
N4 -0.2645 -1.4267 -4.1611  -0.049
C16 -1.4933 -2.0161 -4.7239  -0.219
C17 -2.6313 -1.0010 -4.6661  -0.181
C18 -2.0350 0.3910 -4.8426  -0.208
N5 -1.1296 0.7226 -3.7405  -0.033
H23 0.3741 -2.1289 -3.8184  0.086
H24 -1.7871 -2.9455 -4.2226  0.103
H25 -1.2878 -2.2573 -5.7696  0.102
H26 -3.1334 -1.0484 -3.6965  0.096
H27 -3.3714 -1.2208 -5.4399  0.104
H28 -2.8131 1.1528 -4.8856  0.112
H29 -1.4858 0.4207 -5.7892  0.107
H30 -1.5669 1.2995 -3.0352  0.070
C19 -1.0975 -0.9370 -1.8486  -0.136
H31 -2.1318 -0.6671 -1.6748  0.017
H32 -0.8342 -1.9628 -1.6219  0.053

The calculation puts the total energy at -103908.9510 eV. The value obtained for the frontier orbital gap (alpha / beta) is 6.883 / 6.042 eV. Its expectation value of S² is 6.040. The LUMO energy (alpha / beta) is 2.706 / 0.830 eV. Its spin multiplicity is 5. Its net charge is -1.

***

5.
# C5H36NO15

14 unconnected molecules or ions with the total composition C5H36NO15 (ωB97M-V/def2-TZVPD, the OMol25 dataset).

Last column: Löwdin charge in e.
CARTESIAN COORDINATES (ANGSTROEM)
C1 1.1590 1.4619 1.2381  -0.332
N1 1.4604 0.5163 0.3339  0.112
C2 3.2237 -1.9076 -0.1316  -0.086
C3 1.7608 -1.7369 -0.5739  -0.221
C4 0.8701 -0.8835 0.3139  -0.279
C5 -0.6683 -0.8710 -0.0878  -0.261
O1 -1.3585 -0.1683 0.8632  -0.344
O2 1.7835 2.4901 1.4618  0.012
H1 0.2565 1.2760 1.8502  0.105
H2 2.3554 0.6052 -0.1317  0.119
H3 3.8478 -1.3145 -0.7878  0.073
H4 3.3962 -1.7694 0.9474  0.082
H5 3.4879 -2.9594 -0.2200  0.069
H6 1.3487 -2.7381 -0.7753  0.114
H7 1.6445 -1.2906 -1.5626  0.109
H8 0.7120 -1.1852 1.3757  0.108
H9 -0.5681 -0.4538 -1.1235  0.125
H10 -0.9472 -1.9205 -0.2669  0.123
H11 2.4373 2.7066 -3.2756  0.001
H12 0.9919 2.1664 -3.4792  0.009
O3 1.7871 2.4794 -3.9373  -0.067
H13 -1.6469 1.2958 0.5134  0.040
H14 -2.7198 2.2293 -0.2707  0.026
O4 -1.8368 2.2618 0.1027  -0.114
H15 -0.2376 2.7198 -0.9094  0.019
H16 0.8511 1.9098 -1.3259  0.012
O5 0.4501 2.7501 -1.6086  -0.076
H17 2.7246 2.9380 0.3191  0.021
H18 3.0528 3.0053 -1.2246  0.005
O6 3.3936 2.6252 -0.4012  -0.118
H19 -2.3938 -0.9568 1.7890  -0.007
H20 -2.4337 -2.2689 2.6930  0.012
O7 -2.9807 -1.5611 2.3458  -0.099
H21 0.1896 -1.3090 -4.1235  0.025
H22 -0.5369 -0.1794 -4.7406  0.017
O8 -0.3495 -1.1121 -4.9112  -0.077
H23 -2.7953 0.4103 -2.5211  0.004
H24 -2.7715 -0.9440 -3.3043  0.014
O9 -2.4602 -0.0263 -3.3229  -0.089
H25 -4.2525 0.5287 -0.3755  0.084
H26 -2.7648 0.2478 -0.0534  0.042
O10 -3.4793 0.0983 -0.7557  -0.086
H27 -0.9889 -0.9250 3.8530  0.027
H28 -0.9306 -0.1945 2.4243  -0.007
O11 -0.5994 -0.1991 3.3713  -0.083
H29 -3.6375 -1.4895 -1.3006  0.000
H30 -3.0763 -2.8874 -1.6741  0.035
O12 -3.7248 -2.2303 -1.9546  -0.091
H31 -1.2776 3.3563 2.1496  0.012
H32 0.0530 2.7517 2.6831  -0.018
O13 -0.7321 3.2505 2.9321  -0.058
H33 1.8479 -0.4435 3.1187  -0.021
H34 1.6920 0.1688 4.5044  0.040
O14 2.2440 -0.4406 3.9904  -0.069
H35 0.6290 -3.2732 2.6237  0.045
H36 1.6509 -3.0320 1.5942  0.008
O15 0.8672 -3.5775 1.7387  -0.044

The calculation puts the total energy at -37974.4834 eV. The value obtained for the frontier orbital gap is 9.570 eV. The LUMO energy is 2.391 eV. Its net charge is -1.

***

6.
# C8H11FO3

C8H11FO3 in the gas phase (ωB97M-V/def2-TZVPD, the OMol25 dataset).

Last column: Löwdin charge in e.
CARTESIAN COORDINATES (ANGSTROEM)
C1 -1.3685 1.3310 -0.5044  -0.246
C2 -1.7028 0.8278 -1.6873  0.104
C3 0.3684 -0.1945 0.3435  -0.403
C4 -0.0168 2.0507 1.3345  -0.068
C5 -1.4776 1.9968 1.6114  -0.177
C6 0.1056 1.2175 0.0181  -0.307
C7 1.2843 -2.9960 -1.2252  -0.058
C8 1.6419 -2.1845 -0.0221  -0.208
O1 -0.4159 -0.7902 1.0345  0.133
O2 -2.1983 2.0466 0.3630  0.000
O3 1.4533 -0.7833 -0.2632  0.004
F1 0.9390 1.8121 -0.9003  0.072
H1 -2.7198 0.8289 -2.0868  0.079
H2 -0.9953 0.1466 -2.1293  0.072
H3 0.3585 3.0752 1.2760  0.133
H4 0.4463 1.6799 2.2212  0.122
H5 -1.7212 1.1837 2.2184  0.103
H6 -1.5538 3.0412 2.1291  0.161
H7 0.3944 -3.0603 -1.6553  0.030
H8 2.0085 -2.5782 -1.9875  0.112
H9 1.5650 -3.9856 -1.1375  0.054
H10 2.7202 -2.2834 0.1733  0.130
H11 0.8848 -2.3821 0.8759  0.157

The calculation puts the total energy at -17332.0990 eV. The value obtained for the frontier orbital gap is 10.046 eV. The LUMO energy is 0.881 eV. As for the SMILES: C=C1OCC[C@@]1(F)C(=O)OCC. Its net charge is 0.

***

Energy above the lowest of the compared OMol25 structures with the same formula, charge and spin for the records above, in order: 1.5506 3.6514 0.7576 1.8601 2.5633 1.1059 eV